# 1
Molecular formula: C3H6Cl3N4S
Method: DFT, wB97M-V/def2-TZVPD

Last column: natural (NBO) charge in e.
Positions of all 17 atoms, in Å:
C -0.2075 2.4252 0.6168  -0.0582
C -0.7281 0.3052 0.3373  0.6289
C 2.0328 -0.1554 -0.9739  -0.1941
N -0.3230 1.4749 -0.2424  -0.4831
N -0.8930 0.4546 1.7024  -0.7470
N -1.0825 -0.7220 -0.4661  -0.3982
N -1.3983 -2.0186 -0.0360  -0.6320
S -0.4884 1.9117 2.2311  0.7258
Cl 1.8405 -0.4633 0.8572  -0.0502
Cl 1.3379 -1.5483 -1.9324  -0.0269
Cl 3.7304 -0.0292 -1.2905  0.1019
H 0.1619 3.3999 0.3720  0.2652
H -1.3900 -0.2524 2.3183  0.4885
H -1.1122 -0.4834 -1.4276  0.4170
H 1.4833 0.6394 -1.2298  0.2006
H -0.6893 -2.6867 -0.4862  0.3896
H -2.2747 -2.2518 -0.3503  0.3722

Cartesian forces (eV/Å) of the 3 atoms listed first:
C 0.225 -0.759 1.129
C -1.384 0.216 0.530
C 2.139 -4.502 1.541

As for the total charge: +1. The HOMO energy is -13.7 eV. For the relative energy (zero: lowest compared OMol25 entry of this formula, charge and spin), the calculation gives 0.0 kJ/mol. As for the lowest unoccupied orbital energy: -4.3 eV. As for the spin multiplicity: 1. The value obtained for the total energy is -57562.9041 eV.


# 2
Molecular formula: C19H18Cl2F3N3O
Method: DFT, wB97M-V/def2-TZVPD

Last column: natural (NBO) charge in e.
Positions of all 46 atoms, in Å:
C -0.5583 -1.8445 1.0554  -0.5889
H -1.6406 -1.9197 1.1161  0.2356
H -0.1651 -1.7940 2.0665  0.2224
H -0.1624 -2.7256 0.5576  0.2110
C -0.1860 -0.5841 0.2659  -0.3736
C 1.3039 -0.5135 0.1051  0.2305
N 1.7716 -0.8624 -1.0870  -0.4318
C 3.0673 -0.8947 -1.3171  0.0773
C 4.0017 -0.5666 -0.3412  -0.1877
C 3.5459 -0.1769 0.9116  -0.1523
C 2.1781 -0.1505 1.1406  -0.0840
Cl 1.5943 0.3490 2.6790  0.0571
H 4.2370 0.0944 1.6947  0.2483
C 5.4713 -0.5824 -0.6501  0.9758
F 6.2279 -0.7855 0.4358  -0.3184
F 5.8794 0.5867 -1.1822  -0.3231
F 5.7994 -1.5319 -1.5366  -0.3178
H 3.3680 -1.1949 -2.3110  0.2119
H -0.6221 -0.6700 -0.7347  0.2513
C -0.8080 0.6394 0.9518  0.7340
O -1.4392 0.5394 1.9819  -0.6287
N -0.6252 1.8393 0.3396  -0.4571
C -0.1216 2.0426 -0.9978  -0.2377
H 0.3723 3.0195 -1.0095  0.2003
C -1.3109 2.0236 -2.0029  -0.2276
N -2.5651 2.1411 -1.2886  -0.4454
C -3.2633 0.9856 -0.9419  0.2477
C -3.9549 0.8578 0.2669  -0.2777
C -4.6562 -0.2910 0.5750  -0.1908
C -4.6905 -1.3435 -0.3222  -0.0796
C -4.0488 -1.2302 -1.5436  -0.2134
C -3.3543 -0.0777 -1.8488  -0.2724
H -2.8956 -0.0074 -2.8228  0.2127
H -4.0951 -2.0380 -2.2569  0.2269
Cl -5.5441 -2.7969 0.0742  -0.0051
H -5.1629 -0.3708 1.5234  0.2283
H -3.9408 1.6429 1.0028  0.2200
C -2.4894 3.2438 -0.3548  -0.2352
H -3.4759 3.4500 0.0577  0.2194
C -1.4557 2.9514 0.7651  -0.2499
H -0.8240 3.8249 0.9515  0.1984
H -1.9372 2.6559 1.6976  0.2474
H -2.1795 4.1213 -0.9305  0.2004
H -1.2896 1.1030 -2.5793  0.2129
H -1.2245 2.8640 -2.6995  0.1996
H 0.6163 1.2897 -1.2607  0.2289

Cartesian forces (eV/Å) of the 3 atoms listed first:
C -0.061 0.127 -0.121
H -0.070 -0.055 0.040
H -0.001 -0.014 0.076

Its SMILES is C[C@@H](C(=O)N1CCN(c2ccc(Cl)cc2)CC1)c1ncc(C(F)(F)F)cc1Cl. The HOMO energy is -7.9 eV. As for the lowest unoccupied orbital energy: 0.2 eV. As for the spin multiplicity: 1. The value obtained for the total energy is -59711.5220 eV.


# 3
Molecular formula: C9H19ClLiO7
Method: DFT, wB97M-V/def2-TZVPD

Last column: natural (NBO) charge in e.
Positions of all 37 atoms, in Å:
Li 0.6714 -0.1057 -0.0924  0.8904
C -0.4595 0.8462 -2.4498  -0.2210
O 0.7314 0.2005 -2.1610  -1.0190
H -0.3743 1.8594 -2.8960  0.1044
H -1.0405 0.2306 -3.1616  0.1078
H -1.0912 1.0448 -1.5519  0.0805
Cl 3.7643 0.0035 1.0189  2.5779
O 4.8966 -0.8441 0.7418  -0.8747
O 4.0169 0.7694 2.2128  -0.8891
O 3.5302 0.8858 -0.0683  -0.8648
O 2.6155 -0.8157 1.2331  -0.9196
C -0.2220 3.6214 0.8968  -0.4315
C -1.3302 3.1432 1.8562  -0.4362
C -1.1128 1.6393 1.9941  -0.0613
O -0.0536 1.3082 1.1057  -0.5852
C 0.7690 2.4656 0.8432  -0.0846
H 0.2183 4.5370 1.2929  0.2093
H -0.5940 3.7958 -0.1123  0.2149
H -2.3103 3.4023 1.4563  0.2074
H -1.2815 3.5348 2.8746  0.2024
H -1.9901 1.0215 1.8011  0.1844
H -0.7282 1.3596 2.9827  0.1691
H 1.2456 2.2790 -0.1161  0.2404
H 1.5046 2.5778 1.6449  0.1844
C -0.4103 -3.4417 -1.7678  -0.4375
C -1.7894 -3.4882 -1.1106  -0.4296
C -1.7374 -2.1776 -0.2650  -0.0621
O -0.3796 -1.8076 -0.1268  -0.5627
C 0.4062 -2.8966 -0.6121  -0.0664
H -0.3178 -2.7616 -2.6120  0.2406
H -0.0723 -4.4521 -2.0096  0.2018
H -1.8567 -4.3123 -0.4009  0.1923
H -2.6913 -3.4684 -1.7184  0.2116
H -2.2092 -2.3613 0.7109  0.1573
H -2.3005 -1.3495 -0.7028  0.1853
H 0.5725 -3.6826 0.1375  0.1538
H 1.4103 -2.5607 -0.8680  0.2295

Cartesian forces (eV/Å) of the 3 atoms listed first:
Li 0.365 -0.055 -0.941
C 0.842 -0.674 0.222
O -0.513 0.527 1.033

As for the total charge: -1. The HOMO energy is -3.7 eV. For the relative energy (zero: lowest compared OMol25 entry of this formula, charge and spin), the calculation gives 32.9 kJ/mol. As for the lowest unoccupied orbital energy: 2.6 eV. As for the spin multiplicity: 1. The value obtained for the total energy is -36695.5603 eV.


# 4
Molecular formula: C3H5N3O4
Method: DFT, wB97M-V/def2-TZVPD

Last column: natural (NBO) charge in e.
Positions of all 15 atoms, in Å:
C -1.0438 0.4148 0.4434  -0.5164
C 0.0551 1.2189 -0.1714  -0.2918
C -0.9753 -0.7784 -0.3382  0.1394
N 1.0736 0.3003 -0.1948  -0.0931
N -1.1533 -2.1061 0.1495  0.4517
N 2.3556 0.7097 -0.1154  0.5631
O -0.9942 -2.9849 -0.6569  -0.3598
O 2.5775 1.8399 0.3901  -0.4041
O -1.3769 -2.2785 1.3377  -0.4012
O 3.2078 -0.0954 -0.2785  -0.3069
H -0.8468 0.0257 1.4501  0.2668
H -2.0207 0.8512 0.3511  0.2584
H -0.2646 1.5082 -1.2469  0.2292
H 0.2180 2.1359 0.2857  0.2557
H -0.8121 -0.7614 -1.4054  0.2090

Cartesian forces (eV/Å) of the 3 atoms listed first:
C -0.447 -1.222 0.860
C -1.668 1.162 -2.261
C -0.967 -1.762 -1.703

The HOMO energy (spin up / spin down) is -11.3 / -9.8 eV. For the relative energy (zero: lowest compared OMol25 entry of this formula, charge and spin), the calculation gives 1034.0 kJ/mol. As for the lowest unoccupied orbital energy (spin up / spin down): -1.9 / -3.5 eV. As for the spin multiplicity: 1. The value obtained for the total energy is -15841.8185 eV.


# 5
Molecular formula: C17H41MnN2OP2
Method: DFT, wB97M-V/def2-TZVPD

Last column: natural (NBO) charge in e.
Positions of all 64 atoms, in Å:
Mn 0.0684 -0.0161 -0.0778  1.1116
P -1.6221 0.2241 -1.6267  0.8309
P 1.3218 -0.7455 1.7196  0.8282
N -1.5542 -1.5331 0.9119  -0.6824
C -2.9794 -0.8396 -0.9564  -0.7279
H -3.9454 -0.3875 -1.2214  0.2522
H -2.9120 -1.7996 -1.4947  0.2426
C -2.9241 -1.0883 0.5513  -0.2133
H -3.1793 -0.1937 1.1431  0.1963
H -3.6443 -1.8806 0.8177  0.2107
C -1.3166 -1.6157 2.3777  -0.2130
H -1.9085 -2.4501 2.7929  0.2108
H -1.6719 -0.6862 2.8532  0.1962
C 0.1705 -1.8769 2.6203  -0.7278
H 0.4238 -2.8993 2.2936  0.2425
H 0.3847 -1.8184 3.6967  0.2528
C 1.8211 0.5196 3.0078  -0.4739
C 2.5901 1.7141 2.4411  -0.6363
H 2.5044 2.5446 3.1560  0.2217
H 2.2167 2.0738 1.4744  0.2498
H 3.6582 1.4918 2.3234  0.2215
C 2.8207 -1.7258 1.2664  -0.4981
C 3.9673 -0.8346 0.7781  -0.6202
H 4.7154 -1.4663 0.2781  0.2290
H 4.4772 -0.3227 1.6063  0.2097
H 3.6350 -0.0824 0.0504  0.2394
C -1.2021 -0.4048 -3.3101  -0.4985
C -0.2939 0.5629 -4.0748  -0.6202
H 0.1308 0.0363 -4.9414  0.2287
H 0.5465 0.9204 -3.4644  0.2388
H -0.8451 1.4315 -4.4614  0.2100
C -2.4077 1.9147 -1.8108  -0.4746
C -1.4129 3.0346 -2.1190  -0.6346
H -1.8804 3.9900 -1.8423  0.2219
H -1.1748 3.0847 -3.1890  0.2216
H -0.4664 2.9621 -1.5700  0.2485
C 1.3539 1.0497 -0.9158  -0.2912
C 3.2880 -2.7165 2.3350  -0.6121
H 3.6873 -2.2155 3.2242  0.2174
H 2.4922 -3.3994 2.6503  0.2058
H 4.0964 -3.3286 1.9139  0.2305
C -2.4037 -0.8431 -4.1514  -0.6122
H -2.0331 -1.3086 -5.0744  0.2305
H -3.0252 -1.5852 -3.6390  0.2059
H -3.0406 -0.0003 -4.4433  0.2175
C -3.5764 1.9585 -2.7955  -0.6143
H -4.1205 2.9001 -2.6366  0.2311
H -3.2377 1.9640 -3.8398  0.2169
H -4.3010 1.1472 -2.6586  0.2080
C 2.5636 -0.0662 4.2092  -0.6141
H 3.6124 -0.2936 3.9764  0.2168
H 2.5747 0.6916 5.0053  0.2308
H 2.0881 -0.9601 4.6295  0.2075
H 0.8450 0.8859 3.3755  0.2030
H -2.8250 2.0963 -0.8034  0.2037
H 2.4595 -2.3130 0.4033  0.2228
H -0.6118 -1.3097 -3.0799  0.2229
O 1.5792 2.2503 -0.7165  -0.6335
H -1.5305 -2.4998 0.6130  0.3808
H 1.8756 0.3799 -1.6479  0.1284
N -0.7233 1.6266 1.0977  -1.1111
H -0.1590 2.4438 0.8430  0.4357
H -0.6362 1.5074 2.1094  0.3889
H -1.6980 1.8628 0.8990  0.3889

Cartesian forces (eV/Å) of the 3 atoms listed first:
Mn -1.748 -1.077 1.331
P -0.936 0.626 -1.437
P 1.419 -0.083 1.242

As for the total charge: +1. The HOMO energy (spin up / spin down) is -7.0 / -10.3 eV. For the relative energy (zero: lowest compared OMol25 entry of this formula, charge and spin), the calculation gives 0.0 kJ/mol. As for the lowest unoccupied orbital energy (spin up / spin down): -2.4 / -2.8 eV. As for the spin multiplicity: 6. The value obtained for the total energy is -73211.8341 eV.


# 6
Molecular formula: C12H36ClI2N3OP3Pr
Method: DFT, wB97M-V/def2-TZVPD

Last column: Mulliken spin population.
Positions of all 59 atoms, in Å:
I 0.7096 -2.2619 -1.8201  -0.0020
I -0.2394 0.2530 -2.9383  -0.0001
Pr 2.1019 1.0547 0.9500  2.0372
P 2.3877 3.3789 2.1309  -0.0122
C 1.8223 3.4180 3.8741  0.0004
C 4.2099 3.1099 2.2269  0.0003
H 4.6045 3.9645 2.7888  -0.0003
H 2.8660 5.7121 2.1223  -0.0008
H 4.6702 3.0769 1.2230  -0.0003
H 2.5344 5.0878 0.4509  -0.0001
H 1.9695 2.4353 4.3698  -0.0001
H 4.4851 2.1972 2.7849  -0.0002
C 2.2344 5.0499 1.5127  -0.0003
H 2.4347 4.1713 4.4018  -0.0001
H 1.1908 5.3862 1.6047  0.0001
H 0.7513 3.7108 3.9012  0.0000
P 0.7811 -0.7950 -4.8909  0.0001
C -0.5063 -2.0272 -4.9540  -0.0002
C 0.7453 0.0896 -6.4336  0.0000
H 3.1379 -0.5964 -4.4824  0.0000
H 2.6897 -1.8036 -5.7881  0.0000
H 2.4998 -2.2628 -4.0710  0.0000
C 2.4547 -1.4174 -4.7728  0.0000
H 1.3441 1.0108 -6.3055  0.0000
H 1.1990 -0.5563 -7.1954  0.0000
H -1.4187 -1.5823 -5.4049  0.0000
H -0.7662 -2.4430 -3.9492  0.0000
H -0.2992 0.2494 -6.6995  0.0000
H -0.1792 -2.8862 -5.5784  0.0000
Cl 3.2289 1.8343 -1.2516  -0.0188
C -2.2549 -2.6830 -0.6983  0.0001
N -2.4440 -1.4643 0.0952  -0.0006
C -3.6494 -0.7183 -0.3591  0.0000
P -1.2824 -0.7596 1.1030  -0.0022
O -0.2599 0.3025 0.6492  -0.0009
N -2.3037 -0.1167 2.2961  -0.0001
C -2.3053 1.3236 2.5265  -0.0013
C -3.4099 -0.8724 2.9120  0.0000
N -0.3235 -1.9927 1.7442  -0.0001
C -0.7895 -3.3514 2.0062  -0.0001
C 0.8883 -1.6701 2.5837  0.0009
H -2.6448 -2.4974 -1.7148  0.0000
H -2.7581 -3.5593 -0.2290  -0.0001
H -1.1653 -2.8880 -0.7943  -0.0002
H -4.4814 -0.8007 0.3491  0.0000
H -3.4267 0.3575 -0.4308  0.0000
H -4.0122 -1.0805 -1.3375  0.0000
H -2.8713 1.7890 1.7205  0.0000
H -2.7765 1.5477 3.4905  0.0000
H -1.2565 1.6805 2.5068  0.0011
H -4.1409 -1.1256 2.1323  0.0000
H -3.0812 -1.8235 3.3793  0.0000
H -3.9612 -0.1888 3.5772  0.0000
H 0.1200 -3.9605 2.0634  0.0000
H -1.3177 -3.4468 2.9670  0.0000
H -1.4180 -3.7485 1.2075  0.0000
H 1.4907 -2.5858 2.6970  -0.0003
H 1.5906 -0.9098 2.1735  0.0014
H 0.6009 -1.3160 3.5772  -0.0001

Cartesian forces (eV/Å) of the 3 atoms listed first:
I 3.068 -2.758 1.723
I -0.548 3.926 -2.041
Pr -1.611 -2.608 -3.428

As for the total charge: +2. The HOMO energy (spin up / spin down) is -11.1 / -11.1 eV. As for the lowest unoccupied orbital energy (spin up / spin down): -7.3 / -6.8 eV. As for the spin multiplicity: 3. The value obtained for the total energy is -90192.2177 eV.


Question: What is the total energy in the sixth record?
Answer: -90192.2177 eV